Model A:
{"formula": "C9H7N3O2", "method": "wB97M-V/def2-TZVPD", "symbols": ["C", "H", "N", "H", "O", "C", "N", "H", "H", "C", "C", "C", "H", "H", "O", "C", "N", "C", "H", "C", "C"], "xyz": [[-3.2254, 0.5491, -0.0871], [-1.2117, -2.2817, -0.6831], [0.0014, 1.6161, 1.2147], [-3.5699, -1.3239, -1.0956], [1.3205, 1.1593, 1.1453], [-0.9243, 0.8593, 0.6336], [0.7822, -0.8457, 0.1784], [3.4761, -0.2602, 1.7278], [3.7828, 0.4202, 0.1637], [-2.2947, 1.3101, 0.5709], [1.9788, 0.6646, -1.7060], [-2.8666, -0.7417, -0.4585], [-4.1451, 0.8323, -0.3883], [-2.4497, 2.3017, 0.9899], [1.1115, -1.9634, -0.2679], [-1.5925, -1.2011, -0.4393], [2.1847, 0.6688, -2.8092], [1.7372, 0.1264, 0.4746], [3.3348, -1.2444, 0.1620], [-0.5663, -0.4113, 0.0877], [3.1361, -0.2343, 0.5866]], "mulliken_charge": [-0.46, 0.33, -0.69, 0.31, -0.11, 0.78, 0.72, 0.33, 0.40, -0.53, 0.07, -0.50, 0.49, 0.42, -0.60, -0.44, -0.49, 0.52, 0.34, 0.31, -1.20], "gap_ev": [6.9393, 7.1830], "molar_mass_da": 189.174, "charge": 0}

---

Model B:
{"formula": "C9H7N3O2", "method": "wB97M-V/def2-TZVPD", "symbols": ["C", "C", "C", "C", "C", "C", "O", "O", "N", "H", "N", "H", "C", "H", "H", "H", "C", "N", "C", "H", "H"], "xyz": [[0.9077, 0.1895, 1.1242], [0.2474, 0.0271, -0.1060], [2.9879, -0.2144, 0.0100], [2.3213, -0.6043, -1.1382], [-1.2565, 0.1361, 0.0128], [-1.9364, 1.0982, 0.9103], [-1.8494, -1.4819, 1.6386], [-1.9994, -2.0994, -0.4858], [-2.7386, 1.8699, 0.2694], [2.6813, 0.2139, 2.2210], [-2.7524, 1.5834, -1.0862], [0.2858, 0.4796, 1.9691], [-1.9693, 0.5995, -1.2865], [0.3858, -0.6531, -2.0789], [-2.1259, 0.0240, -2.1224], [-1.6508, 1.4256, 1.9195], [0.9204, -0.2873, -1.2680], [-1.7484, -1.3367, 0.4195], [2.3109, 0.1500, 1.1641], [4.0698, -0.3307, -0.0945], [2.9087, -0.7890, -1.9917]], "mulliken_charge": [-0.40, 0.19, -0.28, -0.72, 1.37, -0.45, -0.55, -0.57, -0.42, 0.30, -0.39, 0.24, -0.53, 0.40, 0.51, 0.41, -0.29, 0.98, -0.52, 0.33, 0.39], "gap_ev": 9.3649, "molar_mass_da": 189.174, "charge": 0, "smiles": "O=[N+]([O-])C1(c2ccccc2)C=NN=C1"}

---

Most favorable structure: model B. The second most favorable one is 1.906 eV above it.